Entry from the Open Molecules 2025 dataset: C31H37BN11O2W as an isolated structure (ωB97M-V with the def2-TZVPD basis set).

```
83
Properties=species:S:1:pos:R:3:lowdin_spin:R:1
W 0.186 0.407 0.301 1.844
C 3.273 1.687 -0.775 0.014
C 3.360 0.393 -0.044 0.019
C 4.486 -0.342 0.325 0.004
C 4.003 -1.399 1.069 0.020
N 2.667 -1.303 1.129 0.007
N 2.262 -0.212 0.442 0.033
B 1.660 -2.043 2.029 0.001
N 1.065 -0.945 2.960 0.002
C 1.129 -0.800 4.291 0.025
C 0.355 0.275 4.665 0.006
C -0.169 0.786 3.479 0.026
C -1.101 1.936 3.339 0.007
N 0.279 0.049 2.442 0.023
N 0.502 -2.550 1.138 0.006
C -0.065 -3.766 1.105 0.020
C -1.071 -3.756 0.161 0.004
C -1.066 -2.466 -0.368 0.019
C -1.952 -1.871 -1.406 0.012
N -0.102 -1.746 0.235 0.029
N 2.324 -3.245 2.649 0.000
C 2.381 -3.821 3.879 0.000
C 3.008 -5.032 3.755 0.000
C 3.319 -5.153 2.376 0.000
C 3.965 -6.297 1.699 0.000
N 2.902 -4.071 1.750 0.000
H 4.233 1.929 -1.225 0.001
H 3.015 2.483 -0.070 0.003
H 2.517 1.658 -1.566 0.005
H 5.508 -0.118 0.103 0.000
H 4.526 -2.206 1.537 0.001
H 1.727 -1.431 4.910 0.001
H 0.191 0.638 5.658 0.000
H -1.455 2.225 4.326 0.000
H -1.963 1.663 2.728 0.002
H -0.608 2.799 2.889 0.002
H 0.269 -4.561 1.737 0.001
H -1.730 -4.560 -0.090 0.000
H -2.934 -2.335 -1.368 0.001
H -1.552 -2.029 -2.407 0.001
H -2.057 -0.793 -1.227 0.009
H 1.963 -3.368 4.751 0.000
H 3.245 -5.734 4.528 0.000
H 4.373 -6.981 2.437 0.000
H 4.751 -5.968 1.025 0.000
H 3.233 -6.836 1.097 0.000
O -5.138 0.719 -4.358 0.000
C -4.213 1.591 -4.939 0.000
N -2.984 1.380 -4.207 -0.001
C -1.775 1.360 -4.817 -0.001
O -1.572 1.759 -5.934 -0.001
C -0.694 0.730 -3.973 -0.002
C 0.182 -0.165 -4.588 0.028
C 1.081 -0.852 -3.786 -0.003
C 1.080 -0.631 -2.422 0.025
N 0.294 0.294 -1.818 0.019
C -0.574 0.964 -2.616 0.032
H -5.951 0.707 -4.874 0.000
H -4.532 2.641 -4.843 0.000
H -4.028 1.371 -5.999 0.000
H -3.131 0.915 -3.324 0.000
H 0.133 -0.313 -5.654 0.001
H 1.762 -1.568 -4.213 -0.001
H 1.739 -1.208 -1.779 0.001
H -1.193 1.718 -2.136 0.004
C 0.630 4.357 0.233 0.017
C -0.860 4.327 0.244 0.090
C -1.617 5.473 0.301 0.015
C -3.007 5.405 0.294 0.187
C -3.663 4.179 0.234 0.017
C -2.955 2.998 0.198 0.089
C -3.645 1.679 0.111 0.016
C -1.517 3.045 0.216 0.178
N -0.806 1.936 0.249 0.105
H 1.000 5.377 0.193 0.000
H 1.001 3.813 -0.638 0.006
H 1.030 3.871 1.129 0.007
H -1.135 6.438 0.345 -0.001
H -3.583 6.315 0.332 0.009
H -4.742 4.156 0.217 -0.001
H -4.626 1.727 0.573 0.001
H -3.043 0.893 0.586 0.008
H -3.796 1.408 -0.934 0.005
```

Calculated values
- E_LUMO (spin up / spin down) (eV) = -7.0 / -9.0
- spin multiplicity = 4
- charge = +2
- HOMO (spin up / spin down) (eV) = -13.503 / -13.509
- ⟨S²⟩ = 3.798
- HOMO-LUMO gap (spin up / spin down) (eV) = 6.49 / 4.52

Entry from the Open Molecules 2025 dataset: a 2-piece molecular cluster, C21H41ClNO4 overall (ωB97M-V with the def2-TZVPD basis set).

```
68
Properties=species:S:1:pos:R:3:mulliken_charge:R:1
C 1.100 3.972 0.050 -1.218
C 1.858 3.163 -1.004 -0.542
C 1.313 1.722 -1.134 0.202
C 2.367 0.781 -1.694 -0.872
C 1.908 -0.655 -1.967 -1.056
C 0.984 -1.276 -0.902 0.085
C -0.464 -1.223 -1.372 0.306
C -1.469 -1.713 -0.322 -1.031
C -2.510 -0.701 0.145 -1.120
C -3.615 -0.361 -0.844 -1.174
C -3.161 0.381 -2.082 0.799
O -2.738 -0.529 -3.078 -0.377
C -2.668 0.186 -4.257 0.214
O -1.767 0.067 -5.060 -0.588
C -3.925 1.027 -4.271 -0.767
C -4.163 1.356 -2.789 0.013
C -5.634 1.331 -2.374 -0.897
C -6.081 2.647 -1.813 0.534
O -6.548 2.852 -0.708 -0.480
Cl -5.871 4.005 -2.972 -0.176
H 1.724 4.172 0.914 0.269
H 0.226 3.437 0.404 0.354
H 0.752 4.921 -0.335 0.333
H 2.916 3.096 -0.780 0.425
H 1.727 3.625 -1.973 0.374
H 0.992 1.404 -0.146 0.182
H 0.455 1.775 -1.795 0.026
H 3.231 0.809 -1.034 0.327
H 2.677 1.205 -2.644 0.282
H 2.787 -1.280 -2.086 0.352
H 1.400 -0.680 -2.924 0.434
H 1.303 -2.301 -0.742 0.575
H 1.041 -0.718 0.028 -0.571
H -0.650 -0.201 -1.668 -0.489
H -0.566 -1.808 -2.277 0.457
H -1.961 -2.625 -0.637 0.377
H -0.893 -1.993 0.561 0.413
H -2.996 -1.127 1.019 0.390
H -2.042 0.216 0.496 0.366
H -4.321 0.287 -0.328 0.548
H -4.184 -1.241 -1.129 0.405
H -2.351 1.028 -1.743 0.118
H -3.956 1.860 -4.952 0.349
H -4.681 0.294 -4.551 0.367
H -3.728 2.339 -2.663 0.646
H -6.230 1.151 -3.263 0.447
H -5.852 0.541 -1.672 0.405
C 2.715 -0.751 2.309 -1.429
N 3.074 -1.119 3.719 0.061
C 2.503 -0.079 4.628 -0.910
C 4.557 -1.130 3.865 -0.931
C 2.478 -2.446 4.128 -0.493
C 2.979 -3.669 3.398 -0.647
O 2.673 -3.560 2.018 -0.393
H 2.941 0.305 2.173 0.612
H 3.306 -1.337 1.618 0.392
H 1.656 -0.929 2.159 0.494
H 2.930 0.883 4.362 0.389
H 2.757 -0.331 5.654 0.427
H 1.424 -0.061 4.498 0.373
H 4.979 -1.839 3.161 0.388
H 4.808 -1.410 4.886 0.361
H 4.929 -0.133 3.645 0.389
H 1.402 -2.342 3.994 0.400
H 2.694 -2.559 5.190 0.406
H 2.462 -4.529 3.832 0.409
H 4.053 -3.813 3.550 0.402
H 2.944 -4.370 1.578 0.283
```

Calculated values
- E_LUMO (eV) = -2.7
- spin multiplicity = 1
- charge = +1
- HOMO (eV) = -12.060
- HOMO-LUMO gap (eV) = 9.40

Entry from the Open Molecules 2025 dataset: C17H32N4O13P2Sr as an isolated structure (ωB97M-V with the def2-TZVPD basis set).

```
69
Properties=species:S:1:pos:R:3:mulliken_charge:R:1
Sr 0.617 -1.428 -0.053 1.676
O 3.605 1.337 0.840 -0.625
C 4.386 0.234 0.387 -0.273
C 4.571 0.251 -1.112 -0.816
N 3.296 0.182 -1.800 0.905
C 2.634 1.462 -2.044 -1.581
C 1.240 1.587 -1.409 0.719
O 0.470 2.471 -1.835 -0.811
O 1.027 0.803 -0.445 0.168
C 3.245 -0.707 -2.947 -0.749
C 1.824 -1.147 -3.335 0.142
O 1.594 -1.261 -4.560 -0.864
O 1.041 -1.384 -2.374 -0.569
H 2.683 1.170 0.580 0.240
H 3.926 -0.718 0.676 -0.075
H 5.359 0.312 0.873 0.474
H 5.189 -0.608 -1.396 0.410
H 5.125 1.162 -1.379 0.303
H 2.533 1.651 -3.116 0.294
H 3.216 2.271 -1.608 0.378
H 3.788 -1.626 -2.701 0.413
H 3.693 -0.268 -3.843 0.236
O 1.969 -1.900 2.330 -0.450
P 1.881 -3.412 1.745 1.136
O 2.881 -4.342 2.268 -0.810
O 1.731 -3.279 0.217 -0.781
O 0.351 -3.855 2.254 -0.435
P -0.928 -3.006 1.646 0.754
O -0.805 -3.347 0.066 -0.539
O -2.185 -3.431 2.260 -0.806
O -0.522 -1.525 1.799 -0.954
H 0.984 -1.704 2.178 0.427
H 0.224 -3.435 0.098 0.547
C -0.876 2.255 1.718 -1.284
N -1.615 1.619 2.821 0.172
C -2.903 1.089 2.388 -0.212
C -3.701 0.586 3.566 -0.945
C -2.880 -0.429 4.314 -0.313
N -1.579 0.130 4.682 0.092
C -0.772 -0.784 5.492 -1.135
C -0.883 1.001 3.834 0.516
O 0.295 1.285 4.043 -0.718
H -1.411 3.164 1.437 0.256
H -0.775 1.638 0.820 0.411
H 0.120 2.501 2.059 0.396
H -2.758 0.284 1.659 0.085
H -3.434 1.896 1.891 0.370
H -4.622 0.122 3.217 0.362
H -3.959 1.419 4.223 0.374
H -2.754 -1.328 3.710 0.140
H -3.377 -0.719 5.239 0.372
H -1.100 -0.759 6.534 0.279
H 0.267 -0.487 5.435 0.378
H -0.868 -1.809 5.119 0.316
C -3.029 0.008 -4.481 -1.855
C -2.023 0.897 -3.746 2.663
C -2.614 2.280 -3.425 -1.697
C -0.739 1.054 -4.581 -1.499
C -1.720 0.254 -2.432 -0.762
N -1.575 -0.209 -1.388 -0.187
H -3.297 0.480 -5.434 0.417
H -3.938 -0.136 -3.888 0.393
H -2.586 -0.970 -4.686 0.392
H -2.844 2.803 -4.361 0.408
H -1.876 2.859 -2.859 0.322
H -3.529 2.191 -2.828 0.380
H -0.995 1.560 -5.524 0.496
H -0.277 0.084 -4.794 0.294
H -0.017 1.662 -4.030 0.241
```

Calculated values
- E_LUMO (eV) = 4.5
- spin multiplicity = 1
- charge = -2
- HOMO (eV) = -3.070
- HOMO-LUMO gap (eV) = 7.58

Entry from the Open Molecules 2025 dataset: C34H72BrF6N3O6P3Si4Y as an isolated structure (ωB97M-V with the def2-TZVPD basis set).

```
130
Properties=species:S:1:pos:R:3:lowdin_spin:R:1
Y -0.041 -1.096 0.252 0.043
C -4.872 -3.665 1.812 0.000
C -4.376 -4.347 0.560 0.000
C -5.426 -4.426 -0.529 0.000
O -3.137 -3.687 0.107 0.001
P -2.842 -2.602 -0.956 0.000
O -1.363 -2.353 -0.978 0.002
C -3.758 -1.082 -0.644 0.000
P -2.859 0.369 -1.262 0.000
O -1.381 0.347 -1.048 0.001
O -3.141 0.437 -2.808 0.000
C -4.501 0.613 -3.337 0.000
C -4.538 1.924 -4.089 0.000
C -4.821 -0.580 -4.208 0.000
O -3.624 1.522 -0.550 0.000
C -3.192 2.922 -0.341 0.000
C -2.842 3.062 1.119 0.000
C -2.060 3.340 -1.261 0.000
O -3.372 -3.060 -2.354 0.000
C -2.497 -3.805 -3.284 0.000
C -3.401 -4.733 -4.059 0.000
C -1.755 -2.820 -4.160 0.000
H -5.672 -4.266 2.245 0.000
H -5.271 -2.670 1.594 0.000
H -4.075 -3.567 2.546 0.000
H -4.026 -5.346 0.806 0.000
H -5.749 -3.428 -0.842 0.000
H -6.295 -4.950 -0.133 0.000
H -5.066 -4.962 -1.405 0.000
H -3.913 -0.957 0.428 0.000
H -4.724 -1.133 -1.150 0.000
H -5.196 0.664 -2.497 0.000
H -3.742 1.948 -4.835 0.000
H -4.420 2.776 -3.419 0.000
H -5.497 2.024 -4.599 0.000
H -4.200 -0.570 -5.106 0.000
H -5.867 -0.529 -4.513 0.000
H -4.653 -1.520 -3.681 0.000
H -4.089 3.491 -0.574 0.000
H -1.935 2.496 1.342 0.000
H -3.647 2.691 1.754 0.000
H -2.664 4.112 1.356 0.000
H -1.122 2.864 -0.970 0.000
H -1.937 4.421 -1.181 0.000
H -2.264 3.099 -2.305 0.000
H -1.790 -4.383 -2.687 0.000
H -4.199 -4.163 -4.541 0.000
H -3.850 -5.487 -3.412 0.000
H -2.823 -5.242 -4.831 0.000
H -2.452 -2.293 -4.816 0.000
H -1.034 -3.359 -4.775 0.000
H -1.216 -2.089 -3.557 0.000
C 1.048 -6.741 -1.049 -0.002
C 1.357 -5.527 -0.212 0.044
C 2.110 -5.655 0.981 0.286
C 2.393 -4.475 1.721 0.039
C 1.875 -3.316 1.266 0.123
Br 2.210 -1.651 2.160 0.012
N 1.105 -3.125 0.153 0.222
C 0.901 -4.300 -0.594 0.179
H 1.795 -7.518 -0.894 0.000
H 1.027 -6.495 -2.111 0.000
H 0.076 -7.162 -0.781 -0.001
H 2.483 -6.615 1.308 0.020
H 3.002 -4.489 2.615 -0.003
H 0.351 -4.176 -1.519 0.012
C 1.381 1.661 1.212 0.001
H 0.855 1.023 1.930 0.000
H 1.852 1.072 0.419 0.000
H 0.651 2.336 0.754 0.000
C -0.051 4.492 3.256 0.000
Si 1.577 3.794 3.868 0.000
C 2.634 5.188 4.539 0.000
C 1.197 2.592 5.249 0.000
Si 2.704 2.731 2.115 0.000
Si 4.546 1.535 2.929 0.000
C 4.145 0.529 4.460 0.000
C 5.341 0.413 1.653 0.000
C 5.802 2.842 3.410 0.000
Si 3.324 4.130 0.345 0.000
C 1.762 4.861 -0.401 0.000
C 4.128 3.078 -0.987 0.000
C 4.483 5.523 0.806 0.000
H -0.473 5.158 4.014 0.000
H -0.769 3.688 3.078 0.000
H 0.063 5.062 2.329 0.000
H 2.118 5.720 5.343 0.000
H 2.881 5.914 3.758 0.000
H 3.575 4.804 4.944 0.000
H 0.536 3.071 5.978 0.000
H 2.108 2.284 5.770 0.000
H 0.697 1.687 4.886 0.000
H 3.201 -0.018 4.381 0.000
H 4.073 1.179 5.337 0.000
H 4.940 -0.198 4.644 0.000
H 4.734 -0.476 1.460 0.000
H 6.314 0.083 2.026 0.000
H 5.500 0.929 0.703 0.000
H 5.386 3.538 4.145 0.000
H 6.128 3.430 2.548 0.000
H 6.687 2.377 3.853 0.000
H 1.114 4.076 -0.804 0.000
H 2.014 5.543 -1.219 0.000
H 1.187 5.423 0.341 0.000
H 3.495 2.225 -1.258 0.000
H 5.093 2.687 -0.654 0.000
H 4.299 3.674 -1.888 0.000
H 4.059 6.148 1.597 0.000
H 4.680 6.160 -0.060 0.000
H 5.440 5.139 1.166 0.000
F -1.418 0.047 1.644 0.001
P -1.706 -0.953 3.031 0.000
F -1.895 -1.990 4.183 0.000
F -0.269 -0.518 3.530 0.000
F -2.388 0.260 3.761 0.000
F -3.086 -1.362 2.332 0.000
F -0.961 -2.142 2.055 0.004
N 4.203 -0.231 -4.654 0.001
C 3.349 -0.341 -3.612 0.001
C 3.789 -0.762 -2.346 0.000
C 2.887 -0.878 -1.324 0.003
N 1.574 -0.597 -1.439 0.004
C 1.158 -0.193 -2.655 0.002
C 1.981 -0.058 -3.744 0.001
H 5.189 -0.357 -4.518 0.000
H 3.898 0.152 -5.529 0.000
H 4.830 -0.999 -2.170 0.000
H 3.226 -1.212 -0.352 0.001
H 0.106 0.045 -2.744 0.000
H 1.573 0.273 -4.691 0.000
```

Calculated values
- E_LUMO (spin up / spin down) (eV) = -1.6 / -1.6
- spin multiplicity = 2
- charge = +1
- HOMO (spin up / spin down) (eV) = -6.645 / -10.396
- ⟨S²⟩ = 0.769
- HOMO-LUMO gap (spin up / spin down) (eV) = 5.06 / 8.81

Calculated electronic energy in order - -55725.299, -44638.092, -70153.452, -199963.971 eV
Calculated energy above the lowest of the compared OMol25 structures with the same formula, charge and spin in order - 25.0, 0.0, 98.7, 0.0 kJ/mol